The following is a DFT calculation (ωB97M-V/def2-TZVPD) of a 2-piece molecular cluster, C4H10O overall at a distorted geometry.

Each line ends with the natural charge from an NBO analysis.
Cartesian coordinates (Å):
C -0.148425 1.975871 -1.056603  -0.64
C -0.017924 0.790518 -0.141221  -0.19
C -1.016620 -0.030837 0.142522  -0.20
C -0.996759 -1.151249 1.146115  -0.64
H -0.817536 1.803136 -1.892712  0.21
H -0.397709 2.883649 -0.514310  0.22
H 0.823644 2.229658 -1.479158  0.21
H 0.972458 0.784111 0.304392  0.20
H -1.963510 0.019132 -0.385637  0.19
H -0.963391 -0.785479 2.174970  0.22
H -1.896101 -1.759575 1.048168  0.22
H -0.161874 -1.847320 1.054544  0.19
O 2.538209 -1.637130 0.032706  -0.94
H 2.316450 -1.373443 -0.885082  0.47
H 1.729083 -1.901038 0.451310  0.47

Cartesian forces, eV/Å:
C 0.6 0.0 -0.3
C -0.2 1.0 -0.3
C 0.3 -0.7 0.2
C 0.0 -0.2 0.3
H -0.3 0.1 0.1
H -0.5 0.0 0.1
H 0.1 -0.2 -0.2
H -0.2 -0.6 0.5
H 0.1 0.5 -0.1
H -0.1 0.1 0.0
H 0.0 0.0 0.1
H 0.1 0.1 -0.2
O 0.7 0.4 -1.1
H 0.0 -0.3 1.0
H -0.7 -0.1 0.1

SMILES: C/C=C/C.O
F_max in eV Å⁻¹: 1.37
Molecular weight in g mol⁻¹: 74.1
Gap between HOMO and LUMO in eV: 10.37
LUMO in eV: 1.00



The following is a DFT calculation (ωB97M-V/def2-TZVPD) of a 2-piece molecular cluster, C4H10O overall.

Each line ends with the natural charge from an NBO analysis.
Cartesian coordinates (Å):
C -2.565634 0.978639 -0.692045  -0.39
C -3.361041 -0.053914 -0.483726  -0.38
H -1.523950 0.849767 -0.956823  0.19
H -2.934665 1.985045 -0.580628  0.19
H -3.007808 -1.073670 -0.475596  0.20
H -4.404131 0.137071 -0.269458  0.19
C 1.385419 -0.103088 -0.371965  -0.63
C 2.102840 -0.218700 0.951838  -0.06
O 2.790801 -1.474874 1.056446  -0.73
H 0.483800 -0.720616 -0.383048  0.21
H 1.040796 0.918928 -0.516422  0.21
H 2.010587 -0.405936 -1.203603  0.21
H 1.413568 -0.136503 1.787671  0.17
H 2.824793 0.598100 1.038018  0.16
H 3.744625 -1.280247 1.099346  0.47

Cartesian forces, eV/Å:
C 0.3 -0.1 0.0
C -0.2 0.2 0.2
H 0.0 0.1 0.1
H 0.0 0.2 -0.2
H 0.0 -0.1 -0.2
H -0.1 -0.2 0.1
C -0.7 -0.1 0.2
C 0.6 -0.1 -0.2
O 0.6 0.4 0.1
H 0.1 -0.1 0.0
H 0.1 0.2 -0.1
H 0.2 0.1 -0.1
H -0.2 0.0 0.1
H 0.0 0.0 0.1
H -0.7 -0.3 0.0

SMILES: C=C.CCO
F_max in eV Å⁻¹: 0.78
Molecular weight in g mol⁻¹: 74.1
Gap between HOMO and LUMO in eV: 11.20
LUMO in eV: 0.97



The following is a DFT calculation (ωB97M-V/def2-TZVPD) of a 2-piece molecular cluster, C4H10O overall.

Each line ends with the natural charge from an NBO analysis.
Cartesian coordinates (Å):
C 1.796289 1.054738 -1.542846  -0.40
C 1.221935 -0.125635 -1.333066  -0.18
C -0.041425 -0.626845 -1.976856  -0.66
H 2.775640 1.261501 -1.144605  0.20
H 1.323214 1.841072 -2.121030  0.19
H 1.807170 -0.790522 -0.706236  0.19
H 0.092557 -0.719341 -3.055907  0.22
H -0.893491 0.030694 -1.817907  0.22
H -0.296346 -1.630632 -1.642557  0.22
C -1.475602 0.141893 2.298858  -0.25
O -1.247505 -0.312546 3.623904  -0.72
H -1.809089 1.175373 2.307065  0.18
H -2.169752 -0.548536 1.821438  0.16
H -0.567478 0.167473 1.684476  0.17
H -0.516117 -0.918684 3.605269  0.46

Cartesian forces, eV/Å:
C -0.4 -0.1 -0.1
C 0.6 0.3 -0.2
C 0.1 -0.2 -0.1
H 0.1 0.1 0.2
H 0.0 -0.1 -0.1
H -0.2 -0.3 -0.1
H 0.1 0.1 0.0
H 0.0 0.1 0.1
H -0.1 0.1 0.2
C 0.5 -0.3 -0.3
O -0.2 0.6 0.1
H -0.5 -0.1 0.2
H -0.3 0.3 -0.3
H 0.1 -0.2 0.2
H 0.4 -0.4 0.1

SMILES: C=CC.CO
F_max in eV Å⁻¹: 0.66
Molecular weight in g mol⁻¹: 74.1
Gap between HOMO and LUMO in eV: 10.64
LUMO in eV: 0.90



The following is a DFT calculation (ωB97M-V/def2-TZVPD) of one molecule with the formula C4H10O.

Each line ends with the natural charge from an NBO analysis.
Cartesian coordinates (Å):
C 1.945511 0.162690 -0.078517  -0.61
C 0.624539 -0.598530 -0.013486  -0.42
C -0.603328 0.311367 -0.094311  0.10
C -1.898896 -0.482992 -0.129487  -0.62
O -0.676115 1.166851 1.043347  -0.73
H 1.969099 0.960418 0.672497  0.20
H 2.095657 0.616206 -1.066106  0.20
H 2.797520 -0.496271 0.117455  0.21
H 0.577461 -1.334376 -0.827632  0.20
H 0.560201 -1.157794 0.928779  0.20
H -0.533621 0.921234 -1.010653  0.15
H -1.930218 -1.143362 -1.002666  0.21
H -1.986637 -1.094366 0.775370  0.21
H -2.756293 0.195083 -0.167350  0.22
H -0.184873 1.973838 0.852765  0.47

Cartesian forces, eV/Å:
C 0.0 0.1 0.0
C 0.0 0.0 0.0
C 0.0 -0.3 -0.3
C 0.0 0.0 0.0
O 0.1 0.3 0.0
H 0.0 -0.1 -0.1
H 0.0 0.0 0.1
H -0.1 0.1 0.0
H 0.0 0.1 0.1
H 0.0 0.1 -0.1
H 0.0 -0.1 0.1
H 0.0 0.1 0.1
H 0.0 0.1 -0.1
H 0.1 -0.1 0.0
H 0.0 -0.2 0.1

SMILES: CC[C@@H](C)O
F_max in eV Å⁻¹: 0.37
Molecular weight in g mol⁻¹: 74.1
Gap between HOMO and LUMO in eV: 11.22
LUMO in eV: 1.01



The following is a DFT calculation (ωB97M-V/def2-TZVPD) of a 2-piece molecular cluster, C4H10O overall at a distorted geometry.

Each line ends with the natural charge from an NBO analysis.
Cartesian coordinates (Å):
C 0.503837 1.821706 1.723977  -0.44
C -0.809880 1.526223 1.253276  -0.16
C -1.323538 1.591917 -0.064202  -0.69
H 0.634169 2.579723 2.522006  0.21
H 1.351956 1.287471 1.277394  0.19
H -1.490097 1.551510 2.120388  0.19
H -2.354619 1.999460 -0.093805  0.24
H -0.842762 1.875602 -0.991097  0.24
H -1.487524 0.488223 -0.299332  0.22
C 1.121259 -2.417180 -1.652660  -0.25
O 0.544301 -3.069404 -0.357581  -0.75
H 1.158477 -3.250714 -2.388249  0.20
H 0.486150 -1.533604 -2.014641  0.17
H 2.036860 -2.021616 -1.369462  0.17
H 0.471412 -2.429316 0.333987  0.46

Cartesian forces, eV/Å:
C -2.5 -1.1 -1.4
C 4.4 3.2 4.6
C -2.6 -3.9 -2.7
H 0.0 -1.7 0.3
H 0.1 1.3 -0.5
H -0.4 0.7 -0.9
H 0.6 -0.1 0.2
H 1.0 0.8 0.6
H -0.5 0.7 -0.3
C -3.4 -0.8 1.6
O 0.7 0.1 -3.2
H 0.1 0.8 0.6
H 0.5 -1.5 0.5
H 2.0 0.4 0.1
H 0.1 0.9 0.4

SMILES: C=CC.CO
F_max in eV Å⁻¹: 7.12
Molecular weight in g mol⁻¹: 74.1
Gap between HOMO and LUMO in eV: 9.01
LUMO in eV: 0.74



The following is a DFT calculation (ωB97M-V/def2-TZVPD) of C4H10O as an isolated structure.

Each line ends with the natural charge from an NBO analysis.
Cartesian coordinates (Å):
C 1.138736 -0.979173 0.458643  -0.60
C -0.082630 -0.128000 0.163002  -0.38
C -1.009605 0.091589 1.343963  -0.61
C -0.627777 -0.142350 -1.142313  -0.06
O -0.057839 1.597303 -1.562730  -0.91
H 1.758037 -0.521147 1.239076  0.21
H 1.771810 -1.110127 -0.427145  0.20
H 0.863891 -1.982060 0.820402  0.20
H 0.254471 1.130105 -0.454976  0.46
H -1.425964 -0.852516 1.727534  0.20
H -0.473463 0.562728 2.176377  0.21
H -1.848350 0.746696 1.084113  0.21
H -1.680839 0.058735 -1.317357  0.21
H -0.132339 -0.689299 -1.943330  0.20
H 0.704537 1.574449 -2.167114  0.47

Cartesian forces, eV/Å:
C 0.1 0.0 0.0
C -0.2 -0.3 -0.1
C -0.1 0.1 0.1
C 0.0 -0.4 0.3
O 0.4 0.2 -0.1
H -0.1 -0.1 -0.1
H -0.1 0.0 0.1
H 0.0 0.2 -0.1
H -0.1 0.1 -0.3
H 0.1 0.1 -0.1
H -0.1 -0.1 -0.1
H 0.1 -0.1 0.0
H 0.2 0.0 0.0
H 0.0 0.1 0.1
H -0.2 0.1 0.1

F_max in eV Å⁻¹: 0.50
Molecular weight in g mol⁻¹: 74.1
Gap between HOMO and LUMO in eV: 8.87
LUMO in eV: 0.87



The following is a DFT calculation (ωB97M-V/def2-TZVPD) of a 2-piece molecular cluster, C4H10O overall at a distorted geometry.

Each line ends with the natural charge from an NBO analysis.
Cartesian coordinates (Å):
C -1.034309 -0.706886 0.291342  -0.45
C -0.134341 -0.330812 -0.606491  0.00
C -0.836771 0.145578 -1.874337  -0.64
C 1.283899 -0.095092 -0.491249  -0.68
H -0.868936 -1.109003 1.356959  0.21
H -2.114527 -0.879739 0.222454  0.21
H -0.127967 0.778295 -2.477480  0.20
H -1.806348 0.560414 -1.700330  0.23
H -0.775583 -0.756042 -2.491338  0.22
H 1.607798 -0.305720 0.504174  0.22
H 1.740442 0.798941 -0.950779  0.24
H 1.891631 -0.701849 -1.253649  0.23
O 0.445518 0.745054 2.415855  -0.93
H 0.089698 0.757714 1.527422  0.47
H 1.422156 0.763855 2.130584  0.46

Cartesian forces, eV/Å:
C -0.1 -2.3 3.8
C -3.3 1.9 -0.9
C 3.2 -0.8 -1.3
C 2.7 -1.1 -1.9
H 0.8 0.8 -1.6
H 0.3 0.7 -1.3
H -1.0 0.2 0.7
H -0.4 0.1 -0.2
H -1.0 0.0 -0.3
H 0.8 -0.1 0.3
H -1.1 0.7 1.0
H -1.0 -0.5 1.3
O 2.9 0.3 -0.6
H -0.9 0.0 -0.2
H -1.9 0.1 1.3

SMILES: C=C(C)C.O
F_max in eV Å⁻¹: 4.41
Molecular weight in g mol⁻¹: 74.1
Gap between HOMO and LUMO in eV: 10.25
LUMO in eV: 0.81



The following is a DFT calculation (ωB97M-V/def2-TZVPD) of one molecule with the formula C4H10O at a distorted geometry.

Each line ends with the natural charge from an NBO analysis.
Cartesian coordinates (Å):
C 1.925700 -0.134571 0.170562  -0.61
C 0.707908 -0.212664 -0.754405  -0.44
C -0.592181 0.523924 -0.389033  0.13
C -1.605333 -0.504610 0.405432  -0.68
O -0.339732 1.654518 0.406445  -0.71
H 1.587330 -0.254226 1.201785  0.21
H 2.523309 0.784907 0.126729  0.21
H 2.605920 -0.968032 -0.053892  0.21
H 0.983317 -0.203269 -1.822203  0.21
H 0.190482 -1.130131 -0.547777  0.21
H -1.084468 0.816547 -1.334795  0.16
H -1.749801 -1.532958 0.001358  0.21
H -1.319274 -0.682998 1.459642  0.21
H -2.621416 -0.090673 0.426879  0.20
H -1.211756 1.934242 0.703279  0.46

Cartesian forces, eV/Å:
C -0.1 0.0 0.1
C -0.4 -0.5 0.2
C -0.8 -0.9 0.3
C 0.2 0.6 -0.2
O -0.4 0.1 0.1
H 0.1 0.0 0.0
H -0.4 -0.1 -0.2
H -0.2 0.2 0.0
H -0.2 0.4 0.4
H 1.2 -1.6 -0.6
H -0.1 -0.1 0.4
H 0.5 0.8 -0.3
H 0.3 0.4 -0.5
H 0.2 0.2 0.0
H 0.1 0.4 0.2

SMILES: CC[C@@H](C)O
F_max in eV Å⁻¹: 2.12
Molecular weight in g mol⁻¹: 74.1
Gap between HOMO and LUMO in eV: 10.88
LUMO in eV: 0.94



The following is a DFT calculation (ωB97M-V/def2-TZVPD) of a 2-piece molecular cluster, C4H10O2 overall at a distorted geometry.

Each line ends with the Mulliken spin population.
Cartesian coordinates (Å):
C -1.918536 -0.181823 -0.863756  0.76
C 0.637905 0.756534 1.786408  0.39
O 1.849245 1.641583 1.723459  -0.22
C -0.182844 0.929199 0.601225  0.74
C -0.822201 -0.160208 0.164026  -0.65
H -1.686451 -0.377980 -1.919077  -0.22
H -2.503836 -1.143356 -0.715200  -0.03
H -2.718439 0.542770 -0.730403  -0.23
H 0.982290 -0.252424 1.791138  0.07
H 0.153264 0.900905 2.744814  -0.04
H 1.397189 2.604855 1.890494  0.02
H -0.226605 1.971739 0.096462  -0.05
H -0.819931 -1.063768 0.699634  -0.09
H -0.090012 -2.619469 -3.454601  -0.51
H 0.947985 -1.633920 -2.910495  -0.23
O 0.435581 -2.515528 -2.675982  1.30

Cartesian forces, eV/Å:
C -1.4 -2.3 -0.3
C 2.4 1.4 0.5
O -3.0 2.6 1.0
C -1.0 0.6 -1.5
C -1.4 2.3 -1.2
H 0.6 0.8 0.2
H 0.6 0.7 0.2
H 0.4 0.6 -0.2
H 0.6 -0.7 0.1
H -0.3 0.4 0.2
H 1.9 -3.4 -0.7
H -0.1 -2.0 0.9
H 0.9 -1.1 0.8
H -0.9 -0.2 -1.2
H -1.1 -1.9 0.6
O 1.9 2.2 0.7

F_max in eV Å⁻¹: 4.13
Multiplicity: 2
Molecular weight in g mol⁻¹: 90.1
Gap between HOMO and LUMO (spin up / spin down) in eV: 2.20 / 9.47
LUMO (spin up / spin down) in eV: 3.37 / 3.30
Net charge: -1



The following is a DFT calculation (ωB97M-V/def2-TZVPD) of one molecule with the formula C4H10O2 at a distorted geometry.

Each line ends with the natural charge from an NBO analysis.
Cartesian coordinates (Å):
C 0.686195 -1.559512 1.557791  -0.61
C 0.208523 -0.993912 0.218346  -0.49
C 0.289690 0.500678 -0.029445  0.07
O 1.523749 0.541163 -0.918403  -0.76
C -0.887760 1.083025 -0.784252  -0.09
O -0.392891 2.232417 -1.439727  -0.72
H 0.967146 -2.610393 1.429005  0.21
H 1.582357 -1.027220 1.892174  0.21
H -0.040522 -1.526589 2.383099  0.20
H 1.024699 -1.004734 -0.583848  0.29
H -0.723517 -1.465350 -0.131862  0.20
H 0.570046 1.109780 0.834261  0.19
H 1.309171 0.773568 -1.835773  0.48
H -1.728089 1.327272 -0.112960  0.18
H -1.257386 0.332753 -1.504864  0.16
H -1.114073 2.662577 -1.906837  0.47

Cartesian forces, eV/Å:
C 0.1 0.0 -0.1
C 0.7 -0.2 -0.7
C 0.9 0.5 -0.8
O -0.5 1.3 0.4
C 0.1 -0.3 0.1
O -0.3 0.4 -0.3
H 0.0 0.1 0.0
H -0.1 -0.1 0.0
H 0.0 0.2 -0.4
H -1.1 -2.6 1.1
H 0.2 0.3 0.1
H -0.1 -0.1 -0.1
H -0.3 0.3 0.5
H 0.3 -0.1 0.0
H 0.1 0.2 0.0
H 0.0 0.0 0.0

SMILES: CC[C@@H](O)CO
F_max in eV Å⁻¹: 3.01
Molecular weight in g mol⁻¹: 90.1
Gap between HOMO and LUMO in eV: 10.62
LUMO in eV: 0.78



The following is a DFT calculation (ωB97M-V/def2-TZVPD) of a 2-piece molecular cluster, C4H10O2 overall at a distorted geometry.

Each line ends with the natural charge from an NBO analysis.
Cartesian coordinates (Å):
C 0.274396 1.847475 0.699069  -0.52
C -0.453742 0.770117 0.960217  0.15
O 0.093665 -0.596564 1.061768  -0.56
C 1.483102 -0.783451 1.191141  -0.25
H 1.303350 1.814843 0.382107  0.21
H -0.198754 2.814477 0.708098  0.22
H -1.496390 0.756187 1.239111  0.20
H 1.931388 -0.739527 0.191845  0.16
H 1.965067 -0.017748 1.807323  0.18
H 1.631686 -1.780066 1.606795  0.20
C -1.359184 -0.911706 -1.765522  -0.24
O -0.655585 0.297166 -1.582223  -0.73
H -2.086182 -0.751464 -2.561992  0.18
H -0.651521 -1.678641 -2.103422  0.16
H -1.917094 -1.202223 -0.868780  0.16
H 0.135800 0.161124 -0.965535  0.48

Cartesian forces, eV/Å:
C -0.4 -0.3 0.2
C 2.1 -1.9 1.2
O -1.9 2.3 0.1
C 0.1 0.4 -0.6
H 0.2 -0.1 0.2
H -0.1 0.1 -0.1
H 0.0 -0.1 -0.2
H 0.3 -0.1 0.1
H -0.2 -0.1 0.1
H 0.0 0.1 0.0
C 0.3 0.0 -0.3
O 1.5 0.1 0.6
H 0.1 0.1 0.0
H -0.4 -0.3 0.2
H 0.2 -0.2 0.0
H -2.0 0.0 -1.6

SMILES: C=COC.CO
F_max in eV Å⁻¹: 3.11
Molecular weight in g mol⁻¹: 90.1
Gap between HOMO and LUMO in eV: 10.15
LUMO in eV: 0.95



The following is a DFT calculation (ωB97M-V/def2-TZVPD) of a 2-piece molecular cluster, C4H10O2 overall at a distorted geometry.

Each line ends with the natural charge from an NBO analysis.
Cartesian coordinates (Å):
C -0.739178 1.082877 1.746961  -0.66
C -0.380610 1.263749 0.267455  -0.31
C 0.526549 0.445014 -0.403790  0.31
C 0.610152 0.097600 -1.927393  -0.68
O 1.397084 -0.460439 0.352441  -0.73
H -0.116519 1.709379 2.410323  0.22
H -1.798104 0.916019 1.905000  0.24
H -0.366249 0.092019 2.008094  0.19
H -0.692094 2.202273 -0.287784  0.22
H 1.441966 -0.595501 -2.029252  0.23
H -0.300309 -0.425229 -2.234970  0.24
H 0.870213 0.968892 -2.559464  0.23
H 1.263478 -0.267419 1.317703  0.48
O -0.942664 -2.454951 -0.140838  -0.95
H -0.567885 -1.547259 -0.077624  0.48
H -0.205830 -3.027024 -0.346863  0.47

Cartesian forces, eV/Å:
C 2.0 -0.9 -0.9
C 1.6 -0.2 -1.6
C -0.6 -0.2 1.5
C 0.8 0.8 1.4
O -1.9 1.3 -0.2
H -1.2 0.4 -0.1
H -0.2 1.0 0.2
H 0.0 -0.4 0.1
H -0.2 -1.6 0.5
H 0.0 -0.1 0.0
H 0.1 0.4 -0.1
H -0.6 -0.4 0.4
H 0.2 -0.2 -1.4
O -0.2 1.0 0.1
H -0.2 -1.1 0.0
H 0.3 0.0 0.0

SMILES: C/C=C(/C)O.O
F_max in eV Å⁻¹: 2.36
Molecular weight in g mol⁻¹: 90.1
Gap between HOMO and LUMO in eV: 9.53
LUMO in eV: 0.74



Repeat the fifth record exactly.
The following is a DFT calculation (ωB97M-V/def2-TZVPD) of a 2-piece molecular cluster, C4H10O overall at a distorted geometry.

Each line ends with the natural charge from an NBO analysis.
Cartesian coordinates (Å):
C 0.503837 1.821706 1.723977  -0.44
C -0.809880 1.526223 1.253276  -0.16
C -1.323538 1.591917 -0.064202  -0.69
H 0.634169 2.579723 2.522006  0.21
H 1.351956 1.287471 1.277394  0.19
H -1.490097 1.551510 2.120388  0.19
H -2.354619 1.999460 -0.093805  0.24
H -0.842762 1.875602 -0.991097  0.24
H -1.487524 0.488223 -0.299332  0.22
C 1.121259 -2.417180 -1.652660  -0.25
O 0.544301 -3.069404 -0.357581  -0.75
H 1.158477 -3.250714 -2.388249  0.20
H 0.486150 -1.533604 -2.014641  0.17
H 2.036860 -2.021616 -1.369462  0.17
H 0.471412 -2.429316 0.333987  0.46

Cartesian forces, eV/Å:
C -2.5 -1.1 -1.4
C 4.4 3.2 4.6
C -2.6 -3.9 -2.7
H 0.0 -1.7 0.3
H 0.1 1.3 -0.5
H -0.4 0.7 -0.9
H 0.6 -0.1 0.2
H 1.0 0.8 0.6
H -0.5 0.7 -0.3
C -3.4 -0.8 1.6
O 0.7 0.1 -3.2
H 0.1 0.8 0.6
H 0.5 -1.5 0.5
H 2.0 0.4 0.1
H 0.1 0.9 0.4

SMILES: C=CC.CO
F_max in eV Å⁻¹: 7.12
Molecular weight in g mol⁻¹: 74.1
Gap between HOMO and LUMO in eV: 9.01
LUMO in eV: 0.74